Entry 1:
Below is a structure of composition C28H27F3N6O6S4Sn, with properties calculated with ωB97M-V/def2-TZVPD.

Calculated values
DFT total energy ... -3969.73870 Eh
Lowest unoccupied orbital energy ... 0.1386 hartree
ΔE to the lowest compared entry with this formula, charge and spin ... 325.5 kJ/mol
Orbital gap ... 5.5 eV

```
! wB97M-V def2-TZVPD RIJCOSX def2/J DEFGRID3
* xyz -2 1
Sn -0.09103 0.65639 -1.51038
C 2.31004 -4.03326 2.13663
C 2.20477 -2.56916 2.53288
S 1.68864 -1.41112 1.21128
C 3.09494 -1.41482 0.07058
C 3.09013 -2.55063 -0.93739
S 1.38718 -2.76421 -1.57787
C 1.17642 -4.57667 -1.55846
C 1.55905 -5.32438 -0.29123
S 0.83383 -4.70681 1.27053
H 2.43989 -4.64942 3.03164
H 3.16220 -4.19283 1.47942
H 3.16755 -2.23590 2.92808
H 1.43873 -2.43761 3.29769
H 4.01696 -1.36507 0.64988
H 2.96578 -0.47623 -0.46008
H 3.43472 -3.48478 -0.49932
H 3.73743 -2.29859 -1.77922
H 1.74436 -5.00566 -2.39046
H 0.11295 -4.67399 -1.76712
H 2.63974 -5.33534 -0.15609
H 1.23244 -6.36314 -0.38478
C -3.43559 -4.32945 -3.31567
N -3.65865 -3.01066 -2.78174
C -4.87748 -2.44959 -2.70887
C -5.05079 -1.21378 -2.18630
C -3.88106 -0.52711 -1.70879
N -2.68310 -1.07419 -1.81827
C -2.49289 -2.29789 -2.31498
O -1.43502 -2.87754 -2.41177
N -3.99225 0.64310 -1.09516
H -4.36175 -4.72477 -3.72994
H -3.06897 -4.99456 -2.53085
H -2.66302 -4.28163 -4.08442
H -5.70955 -3.02832 -3.09565
H -6.02320 -0.75214 -2.12225
H -4.84799 1.16898 -1.14227
H -3.13006 1.15868 -0.89142
F 2.26746 -0.50520 -3.87312
C 1.50879 0.66638 -3.82151
F 2.40922 1.60425 -4.31475
F 0.65834 0.49511 -4.92513
N -5.39253 3.63265 6.83747
C -4.77549 3.20288 5.96283
C -4.03000 2.68041 4.89908
C -3.97441 1.29544 4.68021
C -3.26478 0.79071 3.61801
C -2.59217 1.65106 2.73137
C -2.63899 3.03812 2.97149
C -3.34346 3.54527 4.03226
C -1.93429 1.18501 1.58418
C -1.44662 0.86142 0.50627
H -4.50908 0.63958 5.35719
H -3.22538 -0.27597 3.44292
H -2.11651 3.68986 2.28614
H -3.39282 4.61139 4.21543
O -2.63828 2.89114 -1.78378
N -1.66644 3.53038 -2.21832
O -0.54390 2.96234 -2.21867
O 4.47783 2.94923 3.10797
S 4.70805 2.51433 1.74586
O 6.06849 2.08421 1.49113
N 3.61634 1.41412 1.26816
C 2.77508 1.91978 0.39669
O 1.80335 1.30921 -0.08354
C 3.09314 3.32076 -0.02983
C 2.41109 4.07475 -0.96805
C 2.88686 5.34966 -1.23577
C 4.01113 5.84480 -0.59108
C 4.69182 5.08028 0.34983
C 4.20893 3.82152 0.61238
H 1.54519 3.66536 -1.46387
H 2.37664 5.96944 -1.95858
H 4.36212 6.84048 -0.82495
H 5.56991 5.45395 0.85618
*
```

Atomic partial charges in e from the Mulliken method, atoms 1 to 5: 1.606, -0.580, -0.862, 0.191, -0.583

Entry 2:
Below is a structure of composition C28H27IN9O2Ti, with properties calculated with ωB97M-V/def2-TZVPD.

Calculated values
DFT total energy ... -2873.66785 Eh
Lowest unoccupied orbital energy ... 0.0711 hartree
ΔE to the lowest compared entry with this formula, charge and spin ... 0.0 kJ/mol
Orbital gap ... 7.4 eV

```
! wB97M-V def2-TZVPD RIJCOSX def2/J DEFGRID3
* xyz -1 1
Ti 0.62730 -0.43491 0.82150
N 4.71780 -1.58415 -0.45940
N 3.85560 -1.03005 0.52520
N 4.23347 0.30677 0.81959
C 3.26236 1.06229 0.43294
N 2.18833 0.44299 -0.12725
N 2.53920 -0.92665 -0.07773
H 5.44934 -2.06846 0.04476
H 5.15512 -0.81725 -0.97150
H 3.27228 2.13680 0.53873
N -0.61016 0.50142 -0.90256
C -0.59609 1.63869 -1.14931
C -0.51364 2.99100 -1.42603
C 0.76363 3.58343 -1.35449
N 1.81354 4.06000 -1.27924
C -1.66074 3.75071 -1.72232
N -2.59706 4.37868 -1.97351
I -4.94472 3.57782 6.23130
C -3.64139 2.66725 4.86164
C -2.67765 3.43583 4.22391
C -1.81155 2.82837 3.33554
C -1.91569 1.46374 3.07804
C -2.89366 0.70848 3.71897
C -3.75867 1.30790 4.61580
C -0.95764 0.80014 2.18182
O -1.11790 -0.41900 1.86315
O 0.06835 1.39629 1.73827
H -2.60311 4.49576 4.42452
H -1.04069 3.39760 2.83399
H -2.94951 -0.35264 3.51794
H -4.51232 0.72354 5.12553
C 1.99846 -1.11014 -3.73202
N 1.74911 -2.01363 -2.62380
C 2.40226 -3.29421 -2.83237
C 0.30563 -2.16818 -2.40175
C -0.05097 -2.95642 -1.16006
C -0.47900 -4.27069 -1.34927
C -0.85729 -5.07222 -0.28426
C -0.82982 -4.54031 0.99285
C -0.41893 -3.22602 1.18074
C 0.00425 -2.40234 0.13247
H 3.07348 -0.96059 -3.84447
H 1.53072 -0.14680 -3.52716
H 1.60112 -1.49646 -4.68450
H 2.51573 -1.38225 -1.01103
H 2.00608 -3.81572 -3.71954
H 2.24877 -3.92895 -1.96094
H 3.47318 -3.13837 -2.96097
H -0.14007 -2.66209 -3.28238
H -0.12571 -1.16891 -2.32975
H -0.52373 -4.66778 -2.35883
H -1.18627 -6.09041 -0.45490
H -1.14172 -5.13781 1.84248
H -0.45685 -2.82559 2.18624
C 1.66323 -0.92696 2.64794
C 0.98247 -0.58767 3.91035
C 1.10690 0.69132 4.47559
C 0.42958 1.04007 5.63248
C -0.39534 0.12419 6.26972
C -0.50905 -1.15571 5.74599
C 0.17606 -1.50835 4.59429
H 1.84490 -1.99988 2.54350
H 2.62053 -0.40915 2.56613
H 1.73516 1.42123 3.98019
H 0.53813 2.04076 6.03480
H -0.93407 0.40163 7.16746
H -1.13334 -1.88969 6.24274
H 0.08858 -2.51862 4.21298
*
```

Atomic partial charges in e from the Mulliken method, atoms 1 to 5: -0.910, -0.558, 0.184, -0.916, -0.099

Entry 3:
Below is a structure of composition C28H27N4O9S2Y, with properties calculated with ωB97M-V/def2-TZVPD.

Calculated values
DFT total energy ... -2814.25696 Eh
Lowest unoccupied orbital energy ... -0.0272 hartree
ΔE to the lowest compared entry with this formula, charge and spin ... 0.0 kJ/mol
Orbital gap ... 6.0 eV

```
! wB97M-V def2-TZVPD RIJCOSX def2/J DEFGRID3
* xyz 0 1
Y 13.82215 19.68969 7.60628
O 11.28049 22.89384 6.81424
S 11.70462 21.51188 6.87534
O 13.05881 21.36946 6.26409
O 11.58127 20.86251 8.17020
C 10.57989 20.65525 5.79407
C 9.56984 21.37946 5.18739
C 8.48667 20.69772 4.62225
C 8.39679 19.31219 4.70802
C 9.45500 18.54015 5.19990
C 10.57010 19.21877 5.70419
S 11.90998 18.19826 6.16194
O 13.16327 18.80640 5.58505
O 11.68048 16.89261 5.61338
O 11.97596 18.31084 7.64079
H 9.61730 22.45672 5.19257
H 7.72656 21.22090 4.06179
H 7.48095 18.80778 4.39607
H 9.42140 17.46673 5.17270
C 23.49009 9.83298 8.55971
O 22.09316 9.61755 8.34315
C 21.37565 10.72863 8.01872
C 20.00273 10.54222 7.71844
C 19.25766 11.67711 7.43683
C 19.81514 13.01063 7.46875
C 21.20838 13.13900 7.81153
C 21.96190 12.01716 8.07116
N 18.91493 14.01290 7.31626
N 19.32080 15.27319 7.29738
C 18.44652 16.32130 7.44738
C 18.99057 17.63258 7.21061
C 18.17813 18.73749 7.06914
C 16.74323 18.71402 7.33248
O 16.00955 19.78921 7.17626
C 16.20911 17.45488 7.82610
N 14.90569 17.46202 8.19022
C 14.33073 16.31935 8.59991
C 15.06885 15.14177 8.73038
C 16.41252 15.08442 8.35344
C 17.03028 16.25591 7.81908
H 23.93337 8.88325 8.80589
H 23.64285 10.48308 9.43338
H 23.97086 10.27969 7.66974
H 19.60224 9.54405 7.76300
H 18.22896 11.59407 7.19816
H 21.59059 14.13990 7.92856
H 23.04099 12.11061 8.30567
H 20.05899 17.64301 7.01871
H 18.60168 19.70993 6.81225
H 13.29355 16.41114 8.88084
H 14.56326 14.28736 9.08454
H 16.99322 14.16967 8.46564
O 14.23151 21.17413 9.28686
C 14.24077 22.40303 9.54350
C 15.29025 23.28092 8.89236
C 15.55346 24.65409 9.48732
C 14.38955 25.62543 9.40577
C 13.30832 25.44426 10.45825
C 12.53801 24.13257 10.29292
N 13.37207 22.91493 10.45128
H 15.03097 23.40475 7.85290
H 16.21713 22.65041 8.89345
H 16.38529 25.08731 8.90694
H 15.90510 24.60626 10.52096
H 13.93944 25.52988 8.43329
H 14.74659 26.64869 9.41050
H 12.54890 26.22116 10.35825
H 13.74309 25.44477 11.48423
H 12.07399 24.11348 9.28953
H 11.75580 24.03263 11.04301
H 12.82875 22.11729 10.83031
*
```

Atomic partial charges in e from the Mulliken method, atoms 1 to 5: 1.689, -0.707, 1.861, -0.586, -0.504